ORCA calculation (ωB97M-V with the def2-TZVPD basis set) on a molecular structure, C25H18ClIMnN5O5S in a non-equilibrium geometry.

Each line ends with the Mulliken charge.
Geometry (Å):
Mn 0.156 0.325 0.436  0.643
C -0.513 -4.171 0.286  -1.745
C 0.008 -2.762 0.301  0.885
N -0.766 -1.733 0.000  1.567
N -2.029 -1.945 -0.387  -1.512
C -2.811 -0.922 -0.550  0.319
N -4.106 -1.165 -0.945  -0.521
S -2.420 0.738 -0.254  -0.540
C 1.371 -2.490 0.592  0.048
C 2.278 -3.490 1.012  -1.084
C 3.599 -3.188 1.198  -0.364
C 4.037 -1.876 0.962  -0.921
C 3.091 -0.931 0.615  -0.234
N 1.806 -1.196 0.439  0.405
H -1.519 -4.157 -0.124  0.426
H -0.545 -4.590 1.292  0.351
H 0.128 -4.802 -0.330  0.379
H -4.247 -2.023 -1.453  0.247
H -4.572 -0.350 -1.309  0.232
H 1.912 -4.488 1.190  0.428
H 4.298 -3.945 1.527  0.414
H 5.078 -1.609 1.059  0.399
H 3.393 0.100 0.463  0.475
Cl -1.390 3.837 6.242  -0.303
C -1.007 2.664 5.022  0.740
C -0.829 1.350 5.411  -0.545
C -0.525 0.396 4.456  -0.537
I -0.159 -1.619 4.934  -0.015
C -0.368 0.720 3.112  0.389
O -0.074 -0.153 2.201  -0.214
C -0.500 2.090 2.738  0.687
N -0.237 2.350 1.433  -0.521
C -0.362 3.609 1.022  -0.326
C -0.733 4.645 1.870  -0.840
C -0.974 4.402 3.212  -0.736
C -0.846 3.083 3.686  -0.064
H -0.908 1.080 6.454  0.412
H -0.158 3.789 -0.026  0.531
H -0.829 5.644 1.471  0.385
H -1.246 5.197 3.890  0.419
O 1.940 2.110 -2.674  -0.778
C 1.225 1.163 -2.369  -0.013
O 0.780 0.953 -1.186  -0.301
C 0.826 0.155 -3.434  -0.483
C 1.242 0.351 -4.745  -0.618
C 0.905 -0.542 -5.757  -0.990
C 0.147 -1.634 -5.403  0.659
O -0.318 -2.666 -6.191  -0.509
C -1.037 -3.514 -5.321  -0.242
O -1.003 -2.996 -4.017  -0.470
C -0.268 -1.836 -4.089  0.744
C 0.054 -0.957 -3.088  0.376
H 1.842 1.224 -4.959  0.498
H 1.218 -0.398 -6.779  0.423
H -0.585 -4.522 -5.331  0.227
H -2.084 -3.591 -5.661  0.230
H -0.261 -1.109 -2.069  0.487

Atoms 1-6, force components in eV/Å:
Mn -1.0696 0.1092 -1.6726
C 0.1108 0.2304 -0.0507
C -3.1274 0.5879 -0.8433
N 1.0201 -0.6853 0.2113
N 0.0475 -2.2136 0.0431
C 0.0863 2.1629 0.4045

Calculated values
- Multiplicity: 6
- Kohn-Sham gap (alpha / beta): 6.04 / 6.85 eV
- Net charge: -1
- E: -3920.7224 Eh